This record from the Open Molecules 2025 dataset describes 5 unconnected molecules or ions with the total composition C22H26F32O5Si2. The level of theory is ωB97M-V/def2-TZVPD.

Output
Calculated total energy in Eh: -5004.89766
Net charge: 0
HOMO-LUMO gap in eV: 10.83
SMILES string: FC(F)C(F)(F)COC(F)(F)C(F)F.FC(F)C(F)(F)COC(F)(F)C(F)F.FC(F)C(F)(F)COC(F)(F)C(F)F.FC(F)C(F)(F)COC(F)(F)C(F)F.CC[SiH2]O[SiH3]

Last column: Mulliken charge in e.
Positions of all 87 atoms, in Å:
Si1 -0.63 7.03 -3.01  0.25
Si2 -3.06 5.25 -2.67  0.28
F1 4.06 3.12 -4.64  -0.23
F2 9.11 5.71 -2.12  -0.27
F3 -7.57 -3.72 3.55  -0.29
F4 0.87 -8.38 -0.30  -0.27
F5 1.38 -0.26 1.69  -0.27
F6 4.57 1.31 -2.70  -0.31
F7 1.56 -4.73 3.07  -0.30
F8 2.31 -4.54 0.39  -0.27
F9 0.99 2.33 1.14  -0.32
F10 -2.87 -0.57 1.34  -0.21
F11 -2.17 0.03 -1.32  -0.28
F12 -0.24 -0.84 0.34  -0.19
F13 -1.48 -7.16 0.25  -0.31
F14 -0.72 1.33 2.08  -0.27
F15 5.08 3.34 -2.15  -0.28
F16 -5.59 -5.52 4.29  -0.24
F17 3.04 -2.90 1.66  -0.27
F18 8.91 3.26 -3.24  -0.28
F19 -5.90 -3.16 5.74  -0.22
F20 0.67 -2.72 2.89  -0.27
F21 -4.40 -1.02 -0.16  -0.31
F22 9.56 3.26 -1.13  -0.33
F23 -3.66 -6.35 3.68  -0.24
F24 -3.57 -3.67 3.70  -0.33
F25 -7.86 -1.58 3.32  -0.31
F26 -7.95 -2.41 5.89  -0.26
F27 1.90 -7.13 1.18  -0.22
F28 0.06 -5.80 -0.46  -0.30
F29 -3.44 -4.57 1.70  -0.28
F30 7.03 5.21 -2.55  -0.20
F31 6.17 3.68 -4.72  -0.22
F32 -3.91 1.33 -1.41  -0.29
O1 -1.59 5.88 -2.32  0.04
O2 6.70 1.86 -2.65  -0.38
O3 -0.51 -5.82 1.72  -0.38
O4 -2.31 1.84 0.02  -0.37
O5 -5.82 -2.37 3.06  -0.36
C1 0.67 0.13 0.61  0.09
C2 -5.35 -3.36 2.16  -0.85
C3 -0.31 -6.55 0.59  0.90
C4 0.96 -3.88 2.22  0.99
C5 7.47 2.37 -1.57  -0.68
C6 1.45 5.15 -2.52  -0.83
C7 5.45 2.32 -2.93  0.82
C8 1.93 -3.46 1.11  0.42
C9 0.71 -7.67 0.84  0.19
C10 5.32 2.69 -4.42  0.16
C11 -6.77 -2.26 5.25  0.21
C12 8.09 4.91 -1.77  0.06
C13 -4.74 -5.67 3.25  0.03
C14 -6.99 -2.52 3.75  0.85
C15 -0.39 -4.41 1.73  -0.86
C16 -2.97 0.81 -0.58  0.78
C17 -3.74 -0.02 0.47  0.23
C18 8.49 3.44 -1.97  0.87
C19 -4.29 -4.29 2.75  1.15
C20 0.98 6.23 -3.52  -0.59
C21 -0.03 1.45 0.93  0.94
C22 -0.92 2.07 -0.15  -0.75
H1 -6.39 -1.25 5.41  0.24
H2 -4.13 6.03 -2.01  -0.12
H3 1.30 4.15 -2.93  0.24
H4 -6.16 -3.93 1.71  0.35
H5 0.83 5.81 -4.52  0.33
H6 6.84 2.73 -0.76  0.33
H7 0.36 -8.33 1.64  0.25
H8 -0.42 8.11 -2.02  -0.13
H9 -1.35 7.60 -4.18  -0.17
H10 2.51 5.25 -2.29  0.23
H11 -0.79 3.15 -0.02  0.33
H12 -4.45 0.61 1.00  0.27
H13 7.83 5.10 -0.72  0.29
H14 -4.83 -2.81 1.37  0.31
H15 -5.23 -6.23 2.46  0.30
H16 -1.12 -4.06 2.46  0.26
H17 -0.57 1.81 -1.15  0.35
H18 1.44 -2.73 0.46  -0.06
H19 5.52 1.82 -5.04  0.24
H20 1.34 0.24 -0.25  0.31
H21 -3.30 5.25 -4.13  -0.13
H22 8.06 1.53 -1.22  0.40
H23 -0.63 -3.97 0.76  0.45
H24 0.91 5.19 -1.57  0.30
H25 -3.06 3.85 -2.18  -0.09
H26 1.74 7.01 -3.64  0.38